ORCA calculation (ωB97M-V/def2-TZVPD) on a cluster of 3 separate species, C13H36ClN2O7P2S in total.

The charge is -1. As for the multiplicity: 1. The value obtained for the total energy is -73312.8823 eV. The highest occupied orbital energy comes out at -4.1 eV.

CARTESIAN COORDINATES (ANGSTROEM)
C -1.999 2.032 1.269
N -1.068 2.887 0.542
C 0.338 2.559 0.660
C 0.845 1.363 -0.160
Cl 2.710 1.362 0.129
C 0.657 1.399 -1.677
O 0.758 0.076 -2.100
P 0.062 -1.021 -0.954
O -1.527 -0.364 -1.233
C -0.591 -2.195 0.342
N -1.429 -3.234 -0.280
P 2.188 -1.944 -0.675
S 3.062 -2.300 1.075
O 0.335 0.189 0.271
H -1.702 2.024 2.322
H -2.053 1.003 0.916
H -2.997 2.476 1.210
H -1.348 2.979 -0.424
H 0.946 3.432 0.415
H 0.534 2.312 1.707
H 1.411 2.024 -2.156
H -0.350 1.778 -1.893
H -0.086 -1.962 -2.029
H -1.809 -0.696 -2.097
H 0.219 -2.648 0.916
H -1.164 -1.569 1.030
H -1.595 -3.000 -1.253
H -2.335 -3.262 0.169
H 3.054 -1.283 -1.564
H 2.024 -3.149 -1.399
C 5.803 3.998 4.257
O 5.264 3.747 5.541
C 4.166 4.575 5.874
C 2.830 3.915 5.600
O 2.614 3.700 4.224
C 2.816 2.356 3.804
H 6.527 3.211 4.054
H 5.033 3.982 3.484
H 6.315 4.968 4.230
H 4.220 5.519 5.319
H 4.240 4.804 6.942
H 2.036 4.576 5.967
H 2.767 2.971 6.155
H 2.022 1.705 4.186
H 3.780 1.972 4.146
H 2.788 2.342 2.718
C -5.210 -3.063 -5.523
O -4.498 -4.284 -5.547
C -3.089 -4.119 -5.558
C -2.477 -4.271 -4.183
O -2.902 -3.253 -3.299
C -3.883 -3.659 -2.365
H -6.260 -3.308 -5.367
H -4.868 -2.411 -4.716
H -5.110 -2.529 -6.475
H -2.826 -3.136 -5.964
H -2.671 -4.883 -6.220
H -1.388 -4.203 -4.271
H -2.721 -5.258 -3.774
H -3.466 -4.373 -1.648
H -4.763 -4.098 -2.846
H -4.183 -2.762 -1.825